No. 1
14
Properties=species:S:1:pos:R:3 method="wB97M-V/def2-TZVPD" homo_lumo_gap_ev=9.551 charge=0 relative_energy_kcal_mol=102.5 mol_weight_g_mol=146.24 homo_ev=-8.908
H -0.204 2.599 0.840
N 0.153 -0.347 -0.202
C -0.057 -1.512 -0.894
C -0.746 2.140 -0.003
C 1.125 -2.158 -1.158
S -1.207 0.482 0.726
H -0.723 -0.308 2.503
S 2.398 -1.137 -0.449
N -0.727 0.601 2.165
H -1.096 -1.932 -1.214
H -1.596 2.736 -0.293
C 1.405 0.062 0.164
H 1.263 -3.125 -1.430
H 0.014 1.900 -0.754

No. 2
14
Properties=species:S:1:pos:R:3 method="wB97M-V/def2-TZVPD" homo_lumo_gap_ev=7.863 charge=0 relative_energy_kcal_mol=65.2 mol_weight_g_mol=146.24 homo_ev=-8.997
N -1.103 -0.572 0.441
S -0.359 -0.091 -2.194
H 2.450 -1.448 1.494
C 0.146 -1.000 0.844
C 2.525 -0.764 0.672
S 4.025 -0.223 0.378
H 1.173 0.092 -0.745
H 0.491 -1.630 1.697
C -2.203 1.248 -0.567
H -2.127 1.497 0.619
H -3.271 0.927 -0.830
N 1.286 -0.522 0.174
H -1.862 2.316 -1.193
C -1.173 0.168 -0.790

No. 3
14
Properties=species:S:1:pos:R:3 method="wB97M-V/def2-TZVPD" smiles="[H]/N=C1/NSC[C@@]12CS2" homo_lumo_gap_ev=7.930 charge=0 relative_energy_kcal_mol=80.9 mol_weight_g_mol=146.24 homo_ev=-7.615
H 2.026 1.878 -0.105
H -0.937 2.076 -0.417
S -2.145 -0.134 -0.661
C 0.334 1.064 0.031
H -1.501 -0.147 1.959
H 0.687 -2.315 -0.192
C 0.670 -1.240 -0.618
S 2.274 -0.569 -0.198
N 1.668 0.852 -0.030
C -0.350 -0.241 0.000
H 0.437 -0.992 -1.649
H -1.676 -1.814 1.120
C -1.474 -0.666 0.959
N -0.013 2.247 -0.199

No. 4
13
Properties=species:S:1:pos:R:3 method="wB97M-V/def2-TZVPD" smiles="C[NH+]=C=NN1C=C1" homo_lumo_gap_ev=9.650 charge=+1 relative_energy_kcal_mol=153.3 mol_weight_g_mol=96.11 homo_ev=-13.240
H 0.924 3.288 1.167
H -0.189 2.036 1.510
H 1.641 1.983 2.207
H -0.849 -3.815 -0.673
H 2.168 1.040 0.369
N 1.206 1.259 0.383
N -1.107 -1.448 -0.464
C -1.660 -1.839 -1.752
C -1.113 -2.807 -1.024
N -0.249 -0.523 -0.501
C 0.481 0.257 0.015
C 0.895 2.164 1.434
H -2.150 -1.593 -2.669